Entry 1:
# C22H19BInN9O2S

C22H19BInN9O2S as an isolated structure (ωB97M-V/def2-TZVPD, the Open Molecules 2025 dataset).

Results
E_HOMO (spin up / spin down) = -11.37 / -11.37 eV
2S+1 = 2
frontier orbital gap (spin up / spin down) = 8.400 / 7.197 eV
F_max = 0.47 eV/Å
total charge = +1
E_tot = -2106.09228 hartree
ΔE to the lowest compared entry with this formula, charge and spin = 32.3 kJ/mol

XYZ file:
```
55
Properties=species:S:1:pos:R:3:forces:R:3:nbo_charge:R:1
In 0.518 -0.076 0.137 0.4 -0.2 -0.1 1.757
C -2.935 -0.953 2.644 0.0 0.0 -0.1 -0.315
C -1.929 -1.351 1.773 0.0 0.1 0.0 0.024
N -1.166 -0.305 1.456 -0.1 -0.1 0.0 -0.427
N -1.651 0.774 2.117 -0.1 0.1 0.0 -0.335
C -2.723 0.399 2.830 -0.1 -0.1 -0.1 0.046
B -0.985 2.162 1.907 0.1 0.0 0.0 0.946
N -1.148 2.514 0.396 0.0 0.1 0.0 -0.327
C -1.971 3.363 -0.240 0.0 -0.1 0.0 0.014
C -1.766 3.249 -1.601 0.0 0.0 0.0 -0.322
C -0.786 2.270 -1.726 0.0 0.0 0.0 0.003
N -0.424 1.826 -0.523 0.0 0.0 0.0 -0.399
N 0.536 2.112 2.250 -0.1 0.0 0.0 -0.344
C 1.202 2.883 3.128 0.0 0.0 0.1 0.018
C 2.527 2.505 3.136 0.0 0.0 0.0 -0.318
C 2.598 1.467 2.209 0.1 0.0 0.0 0.016
N 1.400 1.237 1.684 -0.2 0.2 0.1 -0.400
N -1.598 3.212 2.812 -0.1 0.0 0.0 -0.395
C -1.569 4.565 2.708 0.0 0.0 0.0 -0.018
C -1.839 5.102 3.941 -0.1 0.0 0.0 -0.322
C -2.008 3.988 4.779 0.0 0.0 0.0 -0.005
N -1.857 2.863 4.102 0.1 0.1 0.0 -0.297
H -3.702 -1.562 3.085 0.0 0.0 0.0 0.251
H -1.714 -2.325 1.364 0.0 0.0 0.0 0.230
H -3.257 1.109 3.436 0.0 0.0 0.0 0.253
H -2.665 3.979 0.304 0.0 0.0 0.0 0.240
H -2.254 3.800 -2.384 0.0 0.0 0.0 0.252
H -0.333 1.864 -2.616 0.0 0.0 0.0 0.233
H 0.699 3.646 3.700 0.0 0.0 0.0 0.240
H 3.323 2.914 3.732 0.0 0.0 0.0 0.251
H 3.448 0.883 1.897 0.0 0.0 0.0 0.226
H -1.333 5.057 1.781 0.0 0.0 0.0 0.232
H -1.912 6.143 4.198 0.0 0.0 0.0 0.250
H -2.232 3.954 5.833 0.0 0.0 0.0 0.237
S 3.129 -3.113 -2.010 0.0 0.0 0.0 0.493
C 3.992 -2.689 -0.603 0.0 0.0 0.0 -0.387
C 3.325 -1.775 0.160 0.0 0.0 -0.1 -0.252
C 2.077 -1.402 -0.406 -0.1 0.0 0.0 -0.494
C 1.839 -2.060 -1.583 0.0 0.0 -0.1 -0.292
C 0.607 -1.919 -2.369 0.0 0.0 0.0 0.217
C 0.359 -2.610 -3.551 0.0 0.0 0.0 -0.228
C -0.850 -2.435 -4.195 0.0 0.0 0.0 -0.116
C -1.798 -1.575 -3.653 0.0 0.0 0.0 -0.260
C -1.479 -0.912 -2.487 0.0 0.0 0.0 0.073
N -0.307 -1.071 -1.865 -0.1 0.0 0.0 -0.536
H 4.952 -3.141 -0.407 0.0 0.0 0.0 0.254
H 3.714 -1.410 1.099 0.0 0.0 0.0 0.228
H 1.108 -3.279 -3.952 0.0 0.0 0.0 0.238
H -1.056 -2.969 -5.113 0.0 0.0 0.0 0.238
H -2.759 -1.420 -4.122 0.0 0.0 0.0 0.241
H -2.176 -0.223 -2.024 0.0 0.0 0.0 0.211
O -0.183 0.814 6.388 0.1 0.1 -0.1 -0.451
C -0.420 0.540 5.223 -0.1 -0.2 0.2 0.602
O -0.266 -0.308 4.369 0.2 0.1 0.0 -0.554
H -1.095 1.480 4.822 0.0 0.1 -0.1 0.278
```
Forces are in eV/Å.

***

Entry 2:
# C3H7N2OS

An isolated ion of composition C3H7N2OS and charge +1 (ωB97M-V/def2-TZVPD, the Open Molecules 2025 dataset).

Results
E_HOMO = -13.34 eV
frontier orbital gap = 8.666 eV
F_max = 3.67 eV/Å
total charge = +1
E_tot = -701.09648 hartree
ΔE to the lowest compared entry with this formula, charge and spin = 336.8 kJ/mol

XYZ file:
```
14
Properties=species:S:1:pos:R:3:forces:R:3:nbo_charge:R:1
C 0.275 1.702 -0.240 -0.4 -1.7 -0.5 -0.317
C -0.639 -1.308 -0.858 0.7 1.1 1.7 0.368
C 0.111 0.595 0.555 -0.2 0.4 -3.6 -0.161
N 0.034 -0.760 0.118 0.2 0.2 0.2 -0.630
N -1.587 -0.834 -1.626 -0.3 -1.8 -1.6 -0.732
O 2.111 0.415 2.192 0.6 -0.7 0.1 -0.819
S 0.537 0.609 2.216 -0.3 -0.5 0.6 1.085
H 0.340 1.443 -1.346 -0.3 0.8 1.5 0.229
H 0.345 2.746 0.080 0.2 -0.6 0.0 0.249
H -0.501 -2.320 -1.009 0.8 -2.2 -0.1 0.192
H -1.860 -1.314 -2.500 0.2 0.4 1.1 0.431
H -1.663 0.111 -1.589 -1.0 3.3 -0.3 0.388
H 2.482 -0.409 1.775 -0.7 0.7 0.2 0.542
H 0.014 -0.677 2.233 0.5 0.5 0.6 0.175
```
Forces are in eV/Å.

***

Entry 3:
# C3H10NO

A 2-piece molecular cluster, C3H10NO overall (ωB97M-V/def2-TZVPD, the Open Molecules 2025 dataset).

Results
E_HOMO (spin up / spin down) = -21.23 / -22.32 eV
2S+1 = 2
frontier orbital gap (spin up / spin down) = 11.697 / 9.338 eV
F_max = 3.21 eV/Å
total charge = +2
E_tot = -249.50897 hartree
ΔE to the lowest compared entry with this formula, charge and spin = 241.6 kJ/mol

XYZ file:
```
15
Properties=species:S:1:pos:R:3:forces:R:3:nbo_charge:R:1
C -1.878 -0.521 -1.185 0.5 -0.3 2.2 -0.419
N -0.352 -0.651 -1.331 -1.7 1.3 -2.4 -0.683
H -2.005 0.316 -0.499 -0.3 0.4 -0.6 0.224
H -2.156 -1.342 -0.535 -0.4 -0.5 -0.6 0.245
H -2.448 -0.457 -2.101 0.3 0.0 -0.2 0.281
H 0.051 -1.270 -0.641 0.3 -0.1 -0.2 0.445
H -0.157 -0.899 -2.309 0.2 -1.0 0.3 0.469
H -0.005 0.307 -1.355 0.5 -0.2 0.7 0.436
C 0.749 0.713 2.227 1.2 1.0 -0.4 -0.084
C 1.489 1.053 1.076 -0.9 -0.9 -1.9 0.323
O 1.887 0.126 0.220 1.2 0.4 1.4 -0.559
H 0.579 -0.342 2.406 -0.2 0.1 0.6 0.243
H 0.419 1.572 2.802 -0.3 -0.5 0.4 0.277
H 1.478 2.000 0.537 0.0 0.4 0.8 0.254
H 2.349 -0.607 0.688 -0.4 -0.3 -0.3 0.547
```
Forces are in eV/Å.

***

Entry 4:
# C12H13NO2

An isolated molecule of C12H13NO2 (ωB97M-V/def2-TZVPD, the Open Molecules 2025 dataset).

Results
E_HOMO = -9.25 eV
frontier orbital gap = 9.260 eV
F_max = 4.18 eV/Å
E_tot = -670.18490 hartree
ΔE to the lowest compared entry with this formula, charge and spin = 447.9 kJ/mol

XYZ file:
```
28
Properties=species:S:1:pos:R:3:forces:R:3:nbo_charge:R:1
O -0.970 -2.019 1.965 2.5 0.4 -1.4 -0.374
N 0.125 -1.932 1.360 -0.7 -2.7 0.4 0.514
O 0.771 -2.931 0.933 -1.6 2.7 1.0 -0.366
C 0.737 -0.577 1.166 0.8 1.2 -0.1 -0.090
C 1.391 -0.069 2.469 -0.1 0.0 0.4 -0.452
C 1.667 1.408 2.469 -1.9 1.9 -3.2 -0.198
C 1.124 2.260 1.523 1.0 -1.2 3.0 -0.173
C 0.303 1.820 0.383 0.4 -0.3 0.5 -0.439
C -0.281 0.414 0.594 -0.5 0.2 -0.7 -0.258
C -0.681 -0.075 -0.788 -1.6 -0.6 -0.8 -0.015
C -2.038 -0.392 -1.078 1.4 -0.2 -0.1 -0.196
C -2.410 -0.886 -2.334 0.7 0.3 0.0 -0.209
C -1.466 -0.956 -3.354 0.9 -0.5 -0.2 -0.210
C -0.106 -0.668 -3.093 -1.5 0.4 0.9 -0.202
C 0.266 -0.243 -1.820 -0.4 -0.2 0.1 -0.224
H 1.529 -0.702 0.398 -0.5 -0.2 0.6 0.235
H 0.744 -0.222 3.346 0.1 -0.5 -0.3 0.237
H 2.332 -0.598 2.614 -0.1 -0.2 0.2 0.229
H 2.229 1.876 3.242 0.5 -0.1 0.7 0.216
H 1.248 3.330 1.643 0.3 0.0 0.0 0.208
H 1.020 1.820 -0.422 -0.1 -0.1 -0.9 0.222
H -0.486 2.548 0.148 0.1 -0.4 0.0 0.232
H -1.139 0.558 1.287 0.4 -0.6 -0.5 0.242
H -2.754 -0.329 -0.276 -0.2 0.0 0.1 0.216
H -3.405 -1.249 -2.550 -0.1 0.2 0.2 0.218
H -1.758 -1.359 -4.333 0.1 0.3 0.4 0.215
H 0.675 -0.720 -3.818 0.1 -0.3 -0.6 0.215
H 1.335 -0.104 -1.675 -0.2 0.2 0.3 0.206
```
Forces are in eV/Å.

***

Entry 5:
# CH7N2Si

An isolated ion of composition CH7N2Si and charge +1 (ωB97M-V/def2-TZVPD, the Open Molecules 2025 dataset).

Results
E_HOMO = -15.60 eV
frontier orbital gap = 11.812 eV
F_max = 5.12 eV/Å
total charge = +1
E_tot = -441.04090 hartree
ΔE to the lowest compared entry with this formula, charge and spin = 42.8 kJ/mol

XYZ file:
```
11
Properties=species:S:1:pos:R:3:forces:R:3:nbo_charge:R:1
N 2.123 -0.055 -0.054 1.8 0.4 0.0 -0.726
C 0.875 0.343 0.012 -2.3 1.3 0.3 0.407
N -0.232 -0.395 0.001 2.6 -4.4 0.7 -0.896
Si -1.980 0.035 -0.007 1.4 3.1 -1.6 1.077
H 3.015 0.510 0.057 -2.2 -0.3 -0.1 0.463
H 2.375 -0.993 -0.337 -0.5 -0.2 0.2 0.427
H 0.507 1.392 0.140 1.6 -0.4 -0.3 0.239
H -0.009 -1.473 0.203 -0.7 2.8 -1.0 0.425
H -2.414 -0.583 1.148 -1.0 -0.9 1.5 -0.154
H -1.680 1.596 0.143 -0.8 -1.6 -0.2 -0.150
H -2.581 -0.378 -1.306 0.2 0.1 0.5 -0.111
```
Forces are in eV/Å.

***

Entry 6:
# CH6N2S2

A 2-piece molecular cluster, CH6N2S2 overall (ωB97M-V/def2-TZVPD, the Open Molecules 2025 dataset).

Results
E_HOMO = -9.51 eV
frontier orbital gap = 10.082 eV
F_max = 2.12 eV/Å
E_tot = -947.55295 hartree
ΔE to the lowest compared entry with this formula, charge and spin = 65.6 kJ/mol

XYZ file:
```
11
Properties=species:S:1:pos:R:3:forces:R:3:nbo_charge:R:1
H 0.750 -1.992 -0.974 0.8 0.4 0.1 0.358
N 0.305 -1.087 -0.983 -1.6 0.0 0.4 -0.699
C 0.923 -0.016 -1.194 0.5 -0.5 -0.6 0.292
N 0.301 1.226 -1.223 -0.4 0.5 1.0 -0.858
H 1.999 0.028 -1.378 0.0 0.1 -0.2 0.139
H 0.237 1.692 -2.105 0.4 0.2 -0.4 0.385
H -0.569 1.325 -0.703 0.2 -0.5 -0.3 0.383
S -1.953 0.023 2.210 -2.1 0.2 0.2 -0.152
S -0.010 0.148 2.574 1.2 -0.1 -0.2 -0.097
H -2.190 -0.207 0.893 0.8 -0.1 0.0 0.128
H 0.206 -1.142 2.883 0.1 0.0 0.0 0.120
```
Forces are in eV/Å.

***

> Which of these has the lowest ΔE to the lowest compared entry with this formula, charge and spin?

C22H19BInN9O2S